(1)
Here is 2 unconnected molecules or ions with the total composition C5H11PSi2 from the Open Molecules 2025 dataset. Energies are from ωB97M-V/def2-TZVPD.

Each line ends with the natural charge from an NBO analysis.
Positions of all 19 atoms, in Å:
C 0.73725 0.12754 -0.51564  -0.258
C -0.18063 0.34296 -1.51531  -0.202
C 0.26009 -0.48463 0.66240  -0.211
C -0.93659 -0.99680 0.91109  -0.532
C -1.52568 0.05199 -1.46468  -0.569
Si 3.92194 -0.88735 0.95578  0.393
Si -4.04271 0.43651 0.44929  0.557
P -2.27384 -0.96177 -0.25686  0.512
H 1.87058 0.28876 -0.54557  0.223
H 0.03009 0.83179 -2.47705  0.211
H 0.83082 -0.44247 1.58320  0.210
H -1.04325 -1.29584 1.96813  0.232
H -1.96054 0.40219 -2.37031  0.227
H 3.76500 -0.59738 -0.50700  -0.139
H 3.42279 -2.01902 1.80731  -0.112
H 5.12377 0.04769 1.40319  -0.136
H -4.10916 0.69450 1.90084  -0.139
H -5.20353 -0.58789 0.36680  -0.134
H -3.96573 1.58196 -0.42427  -0.134

The orbital gap (alpha / beta) comes out at 0.213 / 0.248 hartree. For the energy above the lowest of the compared OMol25 structures with the same formula, charge and spin, the calculation gives 49.7 kcal/mol. For the max |F|, the calculation gives 2.60 eV Å⁻¹.

(2)
Here is a single C5H12 molecule from the Open Molecules 2025 dataset. Energies are from ωB97M-V/def2-TZVPD.

Each line ends with the natural charge from an NBO analysis.
Positions of all 17 atoms, in Å:
C 2.07884 -0.07056 -0.16112  -0.616
C 0.72548 -0.53095 0.43210  -0.404
C -0.47192 -0.00133 -0.21337  -0.254
C -1.68436 -0.85856 -0.05554  -0.590
C -0.71104 1.48813 0.11172  -0.599
H 2.91978 -0.51336 0.44014  0.218
H 2.33179 1.16328 -0.30952  0.212
H 2.20422 -0.54591 -1.27799  0.204
H 0.60981 -1.64952 0.39598  0.210
H 0.63679 -0.30880 1.54188  0.195
H -0.28086 0.00614 -1.25705  0.186
H -1.69977 -1.29279 1.01904  0.203
H -1.57549 -1.78114 -0.85157  0.201
H -2.64853 -0.41596 -0.34509  0.215
H -1.81170 1.66583 -0.18843  0.205
H -0.61485 1.65673 1.22988  0.201
H -0.00818 1.98878 -0.51107  0.213

The orbital gap comes out at 0.435 hartree. For the energy above the lowest of the compared OMol25 structures with the same formula, charge and spin, the calculation gives 39.0 kcal/mol. The structure (SMILES) is CCC(C)C. For the max |F|, the calculation gives 3.75 eV Å⁻¹.

(3)
Here is a molecular structure, C5H12BCuNO4S from the Open Molecules 2025 dataset. Energies are from ωB97M-V/def2-TZVPD.

Each line ends with the natural charge from an NBO analysis.
Positions of all 25 atoms, in Å:
C 0.17285 0.15133 2.32348  -1.048
B -0.88507 0.40557 1.15612  1.085
O -2.26539 0.18247 1.46140  -0.936
C -0.56934 0.85891 -0.36033  -0.300
N -1.55880 1.94194 -0.70288  -0.785
C -0.83695 -0.29262 -1.39068  -0.403
C 0.20206 -1.42807 -1.09844  -0.638
S 1.90311 -0.82597 -0.79391  2.283
O 2.67639 -1.02221 -2.02215  -0.847
O 2.51343 -1.69577 0.28959  -1.078
O 1.95784 0.68176 -0.19877  -0.631
C 0.82763 1.49650 -0.59831  -0.100
H 1.10992 0.72706 2.22436  0.250
H 0.42529 -0.92661 2.39915  0.228
H -0.28512 0.49376 3.27268  0.269
H -2.51012 -0.72035 1.25608  0.502
H -2.41945 1.46368 -0.94112  0.374
H -1.70100 2.45700 0.16143  0.365
H -0.65336 0.05454 -2.42246  0.246
H -1.87305 -0.65794 -1.30434  0.240
H -0.09571 -2.04005 -0.22241  0.216
H 0.24586 -2.13143 -1.94852  0.290
H 0.89635 1.84900 -1.64512  0.224
H 0.87928 2.41310 0.01565  0.232
Cu 1.84333 -3.43560 1.08951  0.961

The charge is +1. The orbital gap comes out at 0.257 hartree. For the energy above the lowest of the compared OMol25 structures with the same formula, charge and spin, the calculation gives 26.5 kcal/mol. For the max |F|, the calculation gives 3.96 eV Å⁻¹.